i.
C50H51N6O2P2PdS5 | the ωB97M-V functional and the def2-TZVPD basis

Each line ends with the Löwdin charge.
CARTESIAN COORDINATES (ANGSTROEM)
C  1.63571  -3.40136  2.91957  -0.04
N  1.76931  0.94393  0.35005  -0.41
H  1.28297  6.29702  -2.88645  0.12
H  -5.39600  -3.95377  -6.42986  0.09
C  -4.69559  2.12605  -2.27014  -0.18
C  3.03704  1.65231  0.25275  -0.26
C  -5.71780  -3.86247  -3.11739  -0.01
C  -4.15157  3.25251  -3.15187  -0.38
H  0.27800  -2.91069  1.33656  0.09
H  -3.64109  0.52205  -1.22057  0.09
N  -1.49467  -0.76613  2.61630  0.18
S  -2.52793  2.68536  -3.74962  1.00
H  -6.65494  -2.84022  -5.91412  0.10
C  0.53440  3.23163  -0.63581  -0.34
S  -1.07756  0.46241  -2.43721  0.70
H  2.38453  -0.05670  4.56662  0.11
Pd  -0.90430  -0.32572  -0.04029  0.54
C  4.80651  -1.56253  -2.44571  -0.05
C  3.29515  -1.45791  1.84964  -0.12
C  2.27836  -0.47868  -2.78464  -0.11
C  -3.41543  -2.31539  -3.28148  -0.06
C  -2.79426  -0.88040  3.14027  -0.55
H  1.13952  -0.65808  6.62733  0.13
H  7.46717  4.62817  3.35199  0.07
C  3.94110  -1.47929  -1.36228  -0.10
C  -1.40201  0.56916  4.63953  -0.53
H  7.33560  4.44212  1.56504  0.09
C  -0.75862  -0.10237  5.83002  -0.01
C  -0.62382  -3.33931  -1.30098  -0.37
C  -5.01396  -3.57072  -1.96004  -0.03
H  -5.33350  -3.95812  -1.00429  0.12
C  -6.06576  -3.70643  -5.60719  -0.03
H  2.60118  -3.66670  -1.61485  0.10
C  1.08234  5.44162  -2.25624  -0.05
C  7.05165  4.03752  2.53951  -0.29
H  1.70030  4.00563  -3.72940  0.12
H  -5.23573  2.52270  -1.41271  0.13
H  -1.35544  -0.38767  6.68262  0.12
H  -3.40528  -2.32972  1.82523  0.07
H  -2.50277  -1.73583  -3.34043  0.07
H  -4.54667  -1.84404  3.05440  0.15
H  7.38993  2.99900  2.60610  0.09
N  -3.62306  -1.74216  2.65537  0.22
C  3.70274  -2.17705  2.96162  -0.07
H  -3.01425  4.24751  2.89222  0.12
H  2.64309  3.01491  1.88178  0.10
C  2.87060  -3.15276  3.49863  -0.05
C  4.69767  3.20718  1.24124  -0.42
H  -1.92592  3.23520  0.90751  0.11
O  -3.42073  -3.31979  0.43592  -0.31
H  1.13271  0.13153  2.47601  0.09
H  5.51767  2.63451  0.80561  0.11
H  -6.75023  -4.53833  -5.45669  0.09
N  0.68039  -3.05177  -1.22935  0.06
C  0.60034  5.62330  -0.96932  -0.06
H  3.80971  0.94404  -0.05456  0.11
H  0.98664  -4.16127  3.33261  0.12
C  3.14286  -0.56472  -3.86314  -0.04
H  2.98543  2.40898  -0.53836  0.11
C  -1.93476  3.08510  4.26822  -0.05
C  -3.86874  -2.78907  -2.05313  -0.31
C  -0.34771  2.34141  1.97286  -0.30
H  -0.49911  -6.39706  -2.71316  0.12
C  2.06415  -1.72078  1.24176  -0.36
H  -5.36336  1.46647  -2.82785  0.13
H  -0.34919  2.27425  5.41469  0.16
P  1.47684  -0.75461  -0.17920  1.00
H  -2.14289  -4.76063  -1.88790  0.11
H  1.07682  2.57540  3.58527  0.15
H  -4.01427  4.18016  -2.60076  0.08
C  -0.16318  -5.45646  -2.29847  -0.03
H  1.94530  -5.85759  -2.57421  0.11
H  -0.03772  4.69650  0.84061  0.09
H  1.24180  2.06992  -2.30964  0.06
C  1.04199  3.06181  -1.92827  -0.14
S  -2.99144  -2.38834  -0.60007  0.61
N  -1.45387  -2.32960  -0.81718  -0.23
H  -6.60636  -4.47676  -3.05516  0.13
H  4.67304  -1.99085  3.40333  0.11
H  4.25339  -1.88555  -0.40985  0.10
H  3.65058  1.63913  2.34567  0.11
P  0.25480  1.72310  0.34420  0.92
C  -1.08584  -4.54177  -1.83931  0.00
H  4.42908  4.00868  0.53921  0.12
H  3.18892  -3.72238  4.36108  0.12
C  0.33086  4.52624  -0.16102  -0.08
S  -3.15839  0.18147  4.46336  1.18
C  1.31280  4.15607  -2.73103  -0.05
C  0.58898  0.44741  3.35574  -0.19
O  -3.30165  -0.98179  -0.21405  -0.43
C  -2.44666  1.45341  -2.54542  -1.04
H  0.42958  6.62135  -0.58957  0.12
C  1.23733  -2.69565  1.79208  -0.10
C  -5.29453  -3.39467  -4.35884  -0.24
H  5.78418  -2.00578  -2.31627  0.12
H  3.95637  -0.70339  1.44203  0.09
H  -4.79543  3.44033  -4.00677  0.09
C  3.45157  2.35945  1.54909  -0.22
C  -4.13262  -2.62179  -4.42230  -0.02
H  -2.46776  3.45099  5.13635  0.13
C  2.67544  -0.91904  -1.52079  -0.37
C  4.41153  -1.10358  -3.69224  -0.05
C  -0.86706  2.05971  4.48126  -0.16
C  -1.49901  3.01876  1.88335  -0.11
C  0.20560  1.96379  3.33901  -0.16
C  -2.22951  3.51994  3.04833  -0.05
S  5.29020  4.05640  2.68911  1.20
H  2.82226  -0.22932  -4.83975  0.12
H  5.08337  -1.18421  -4.53557  0.12
C  0.61166  -0.27740  5.76287  -0.06
C  1.19474  -5.16400  -2.22689  -0.04
N  -3.53751  1.35253  -1.81688  -0.02
C  1.30993  0.03581  4.61474  0.02
C  1.55870  -3.94992  -1.68908  -0.11
H  -3.77861  -2.27288  -5.38434  0.12
C  -0.79749  -0.06803  3.43255  -0.24
H  1.28119  -0.09092  -2.93879  0.01

Calculated values
Net charge: +3
Expectation value of S²: 6.043
Spin multiplicity: 5
HOMO energy (alpha / beta), eV: -13.58 / -14.25
Frontier orbital gap (alpha / beta), Ha: 0.238 / 0.108

***

ii.
C50H51N6O2P2PdS5 | the ωB97M-V functional and the def2-TZVPD basis

Each line ends with the Löwdin charge.
CARTESIAN COORDINATES (ANGSTROEM)
C  -0.15052  -2.23140  2.19836  -0.18
C  0.28696  -5.36211  0.87172  -0.04
P  1.46940  -1.00374  0.14781  1.04
H  1.70186  4.43187  -4.40455  0.12
C  1.53573  5.46496  1.00231  -0.06
H  3.72890  1.43771  -0.88681  0.11
H  0.58963  -6.32891  1.25075  0.13
H  -3.75592  2.18714  6.10841  0.12
C  -0.62910  -2.29428  3.49801  0.00
H  3.20645  -2.56400  2.03541  0.09
H  -4.61178  3.63524  -2.03665  0.13
C  -6.22855  -4.20945  -4.67219  -0.03
H  4.54037  0.84145  1.99354  0.11
C  4.69213  -4.22478  -0.50918  -0.04
H  -0.30576  -1.76566  5.54483  0.13
H  3.77762  2.37009  1.52952  0.09
H  -4.42792  3.69655  -4.87600  0.09
H  -1.83309  5.22818  1.24556  0.12
Pd  -0.81787  0.20892  0.04993  0.63
H  -7.07739  -4.75333  -4.26472  0.09
C  -2.54530  1.67078  4.41060  -0.48
S  -2.92467  -1.60653  -0.36134  0.63
H  2.59457  -0.37171  2.73811  0.09
H  1.47438  2.47780  3.85971  0.10
C  -3.43081  -2.33170  -2.94476  -0.06
N  -1.37847  -1.87212  -0.70021  -0.21
H  2.84041  3.95086  0.24240  0.10
H  0.07624  -3.57861  -2.01533  0.13
C  -0.40700  -4.55461  1.68976  0.01
H  5.41039  -5.01532  -0.68146  0.12
C  4.37586  1.53109  1.16293  -0.23
H  2.22472  -0.05491  -2.40171  0.07
C  -3.74784  3.64646  -4.03134  -0.37
C  2.82731  -2.21232  -0.06207  -0.36
O  -3.29349  -2.21724  0.91294  -0.30
O  -3.09627  -0.14788  -0.39138  -0.42
C  2.49161  1.14749  -4.15899  -0.05
H  -1.54298  -2.84157  3.70273  0.14
H  -5.74167  1.00004  5.20360  0.12
C  -4.20203  -2.93774  -3.91655  -0.02
C  -4.81965  1.02588  4.63963  -0.07
H  -5.61742  -0.09740  3.00053  0.11
H  2.61995  -2.15477  -2.20337  0.10
H  4.28314  -3.94097  -2.59461  0.12
C  0.06944  -1.70075  4.53251  -0.02
H  2.62580  2.58045  -5.74929  0.12
H  -1.33363  2.97786  0.33676  0.08
C  -0.70018  -2.94670  -0.18267  -0.35
H  1.45218  1.52889  2.41126  0.04
C  -5.05761  -2.99855  -1.27289  -0.04
C  0.96669  -1.44444  1.87806  -0.28
H  5.60165  2.59531  -0.28683  0.11
H  -5.36758  -3.01854  -0.23632  0.12
S  -2.27001  2.68498  -4.52977  0.98
N  -1.16725  1.08362  2.56786  0.08
H  8.70306  3.21064  2.64457  0.07
H  -0.69486  -4.81746  2.69473  0.13
C  0.01009  -3.82381  -0.96401  -0.03
C  8.14986  2.53116  1.99866  -0.28
C  -3.71597  1.67956  5.15363  -0.08
S  6.49992  3.18868  1.81386  1.19
H  8.62819  2.46464  1.01883  0.09
H  -2.48897  -1.85891  -3.18640  0.07
H  -3.87454  -2.92512  -4.94862  0.13
C  1.81726  4.20694  0.49700  -0.11
H  -6.60290  -3.44369  -5.35375  0.10
C  2.11690  0.92934  -2.84718  -0.15
S  -1.13397  0.56764  -2.77004  0.72
C  -0.81084  4.93592  1.04427  -0.04
C  5.73271  2.03482  0.64558  -0.40
H  6.43554  1.22079  0.47358  0.10
C  4.05991  -3.61762  -1.58631  -0.05
C  0.22561  5.82380  1.29236  -0.04
C  -2.31668  1.72280  -3.09621  -1.06
C  0.78775  3.28875  0.29641  -0.38
H  2.33409  6.17865  1.15978  0.11
H  0.00642  6.80445  1.69336  0.12
C  -5.80951  -3.61197  -2.25985  -0.01
C  3.62907  0.82911  0.01659  -0.25
H  1.13784  -5.65317  -1.10552  0.12
H  -5.62697  -4.89802  -5.26663  0.09
H  -3.54326  1.38876  -1.53167  0.10
S  -1.03120  2.39896  4.82881  1.12
H  -3.54147  -0.07805  1.70154  0.05
C  3.12949  -2.61644  -1.36463  -0.11
H  1.00600  4.04404  -2.07254  0.11
N  0.96080  1.97019  3.16341  0.11
C  -3.57075  0.39982  2.66085  -0.03
H  -6.72225  -4.12753  -1.99159  0.13
C  -0.35088  1.75091  3.34729  -0.70
C  1.68564  -0.91830  2.95088  -0.13
C  2.33712  2.40963  -4.72079  -0.04
H  4.10637  -0.13241  -0.18171  0.11
H  -3.41144  4.65017  -3.78448  0.08
C  -5.40307  -3.57908  -3.59285  -0.24
N  -3.36329  1.97788  -2.33449  -0.03
C  1.81146  3.44812  -3.96762  -0.05
C  -4.74284  0.40072  3.39762  -0.06
C  1.59034  1.97279  -2.08054  -0.42
C  -3.88087  -2.35338  -1.62885  -0.29
C  4.39349  -3.82718  0.78728  -0.05
N  2.20428  0.60532  0.29311  -0.41
H  8.08115  1.54096  2.45676  0.08
H  4.88189  -4.30006  1.62928  0.12
C  1.42740  3.23466  -2.65131  -0.08
H  -1.84818  -3.05604  1.45267  0.14
P  0.96936  1.62538  -0.42087  0.91
C  -0.53251  3.67494  0.53975  -0.11
H  -5.26755  2.39210  -3.10248  0.13
C  -4.35783  2.92685  -2.82411  -0.18
C  1.26938  -1.06611  4.26219  -0.05
H  1.86642  -0.67124  5.07367  0.12
H  2.89639  0.33581  -4.74882  0.12
C  0.56820  -4.99837  -0.46349  -0.03
N  -0.81543  -3.20431  1.27686  0.03
C  3.45438  -2.83256  1.01834  -0.07
C  -2.43740  1.02356  3.16929  -0.30

Calculated values
Net charge: +3
Expectation value of S²: 6.063
Spin multiplicity: 5
HOMO energy (alpha / beta), eV: -13.75 / -13.95
Frontier orbital gap (alpha / beta), Ha: 0.262 / 0.089

***

Stability order, top to bottom: i, ii

***

i.
C5H5N3 | the ωB97M-V functional and the def2-TZVPD basis

Each line ends with the Löwdin charge.
CARTESIAN COORDINATES (ANGSTROEM)
C  1.38614  -0.68946  -0.16294  -0.12
C  2.37452  0.12077  0.28035  0.07
C  -0.04928  -0.51977  -0.17618  -0.23
H  1.59776  -1.70613  -0.49476  0.10
N  -0.53481  1.97190  -0.37736  0.18
N  -0.86831  -1.51609  -0.22119  0.12
H  2.13197  1.12141  0.59486  0.06
N  -2.16989  0.34268  0.34130  0.09
C  -2.13425  -0.91770  0.05773  -0.16
H  -3.00269  -1.53594  0.10009  0.10
C  -0.87192  0.83373  -0.01083  -0.37
H  3.39763  -0.20552  0.18060  0.06
H  -1.25687  2.70011  -0.11170  0.10

Calculated values
SMILES: [H]/N=C1\N=CN=C1C=C
HOMO energy, eV: -9.84
Frontier orbital gap, Ha: 0.320

***

ii.
C5H5N3 | the ωB97M-V functional and the def2-TZVPD basis

Each line ends with the Löwdin charge.
CARTESIAN COORDINATES (ANGSTROEM)
N  -1.41491  -0.84413  -0.35121  -0.15
H  -1.77057  1.38591  -0.37718  0.09
C  3.31079  -0.71641  -0.00970  0.14
H  -3.18357  0.10239  -0.08061  0.10
C  0.71745  1.35877  -0.26635  -0.15
C  0.76305  -0.17089  -0.16072  -0.31
H  -1.97089  -1.70773  -0.04345  0.15
H  -1.67897  0.44072  1.26499  0.12
N  -0.11112  -1.12444  -0.10390  0.06
N  1.00430  2.53111  -0.09517  0.14
H  4.26187  -1.15139  0.04750  0.03
C  2.15487  -0.47710  0.02161  -0.11
C  -2.08230  0.37318  0.15419  -0.12

Calculated values
SMILES: C#C/C(C#N)=N/NC
HOMO energy, eV: -9.11
Frontier orbital gap, Ha: 0.329

***

Stability order, top to bottom: i, ii

***

i.
C4H9N3O4S2 | the ωB97M-V functional and the def2-TZVPD basis

Each line ends with the Löwdin charge.
CARTESIAN COORDINATES (ANGSTROEM)
H  1.68884  3.09251  0.02758  0.10
H  1.17835  -0.50437  -2.22321  0.08
S  0.69548  -1.29806  -0.07174  0.58
O  -1.90807  1.73391  0.17624  -0.34
O  -1.61620  0.29178  -1.92864  -0.27
H  2.90320  0.26645  0.73890  0.00
C  -2.63311  -0.67231  0.47209  -0.20
H  -3.41463  -1.23077  -0.09469  0.13
H  -2.98117  -1.17311  2.43856  0.09
H  2.65146  -0.93586  -1.42778  0.03
O  -0.60596  -1.85008  -0.42045  -0.37
S  -1.59989  0.46947  -0.51083  0.82
O  1.49397  -1.87965  0.99025  -0.29
H  -1.61467  -0.03242  2.13847  0.05
N  0.29730  0.21361  0.33573  -0.16
C  1.27325  1.25055  0.38490  -0.60
C  1.67925  -1.22932  -1.57070  -0.10
N  2.49614  1.14899  0.73669  0.14
C  -2.35768  -0.63401  1.74352  0.01
N  0.87398  2.49711  0.01088  0.13
H  1.64388  -2.24522  -2.00951  0.09
H  -0.14375  2.72079  0.06374  0.09

Calculated values
SMILES: [H]/N=C(/N)N(S(C)(=O)=O)S(=O)(=O)C=C
HOMO energy, eV: -9.42
Frontier orbital gap, Ha: 0.313

***

ii.
C4H9N3O4S2 | the ωB97M-V functional and the def2-TZVPD basis

Each line ends with the Löwdin charge.
CARTESIAN COORDINATES (ANGSTROEM)
N  0.97523  2.59519  -0.39367  0.18
C  2.08878  -1.42062  -1.23952  -0.08
S  -1.86344  0.61653  -0.52637  0.79
C  0.95852  1.35923  0.10353  -0.61
H  1.66639  0.22695  1.32214  -0.01
N  0.20723  0.32753  -0.51158  -0.17
H  0.23551  2.86485  -0.92372  0.06
S  0.47790  -1.25869  -0.36907  0.53
O  -0.55992  -1.78579  -1.18488  -0.31
H  -2.71552  -1.53718  0.04910  0.11
H  1.38589  3.15609  0.26725  0.08
O  -2.02179  1.90605  0.09875  -0.29
N  1.82776  1.12570  0.99623  0.15
C  -2.25113  -0.70615  0.57986  -0.27
H  2.09331  -0.61038  -1.92848  0.06
H  -2.06904  -1.47417  2.58123  0.09
O  -2.25798  0.36658  -1.88860  -0.27
O  0.65808  -1.80826  0.92379  -0.29
C  -1.98643  -0.64545  1.86961  0.03
H  2.16899  -2.39139  -1.68624  0.07
H  -1.89733  0.30407  2.46730  0.11
H  2.87900  -1.21067  -0.60667  0.03

Calculated values
SMILES: [H]/N=C(/N)N(S(C)(=O)=O)S(=O)(=O)C=C
HOMO energy, eV: -9.45
Frontier orbital gap, Ha: 0.314

***

Stability order, top to bottom: i, ii